# 1
{
  "formula": "C4H12NO",
  "method": "ωB97M-V with the def2-TZVPD basis set",
  "homo_ev": -15.2,
  "homo_lumo_gap_ha": 0.4398,
  "total_charge": 1,
  "smiles": "C[NH2+][C@@H](C)CO",
  "lumo_ev": -3.2,
  "symbols": ["C", "N", "C", "C", "C", "O", "H", "H", "H", "H", "H", "H", "H", "H", "H", "H", "H", "H"],
  "xyz": [[1.1873, -1.6202, 1.2128], [0.4592, -1.0088, 0.0724], [-0.4843, 0.1329, 0.4374], [0.3281, 1.3389, 0.8502], [-1.2822, 0.4309, -0.8460], [-0.4143, 0.7444, -1.9228], [0.4842, -2.0916, 1.8994], [1.7882, -0.8815, 1.7192], [1.8255, -2.4167, 0.8379], [-0.0915, -1.7453, -0.3658], [1.1045, -0.6398, -0.6259], [-1.1619, -0.2420, 1.1961], [-0.2795, 2.2366, 0.7215], [0.6973, 1.3410, 1.8813], [1.2464, 1.4652, 0.2579], [-1.8251, -0.4477, -1.1850], [-1.9740, 1.2440, -0.6252], [-0.0342, 1.6310, -1.8178]],
  "lowdin_charge": [0.0152, 0.0310, -0.2855, -0.0345, -0.2005, -0.0398, 0.1145, 0.1002, 0.1104, 0.1793, 0.1721, 0.1590, 0.1032, 0.0953, 0.1020, 0.1324, 0.1382, 0.1076]
}

=====

# 2
{
  "formula": "C42H48N8O4S4Tl",
  "method": "ωB97M-V with the def2-TZVPD basis set",
  "homo_ev": -10.4,
  "homo_lumo_gap_ha": 0.3090,
  "total_charge": 1,
  "lumo_ev": -2.0,
  "symbols": ["Tl", "N", "C", "C", "N", "C", "C", "N", "C", "C", "N", "H", "H", "H", "H", "H", "H", "H", "H", "H", "H", "H", "H", "H", "H", "H", "H", "H", "H", "N", "S", "N", "S", "N", "S", "N", "C", "C", "C", "C", "C", "C", "C", "C", "C", "C", "C", "C", "C", "C", "C", "C", "C", "C", "C", "C", "C", "C", "C", "C", "C", "C", "C", "C", "C", "C", "C", "C", "C", "C", "C", "C", "H", "H", "H", "H", "H", "H", "H", "H", "H", "H", "H", "H", "H", "H", "H", "H", "H", "H", "H", "H", "H", "H", "H", "H", "H", "H", "H", "H", "H", "H", "O", "S", "O", "O", "O"],
  "xyz": [[0.7669, -0.9565, 2.4679], [1.9306, -2.4243, 0.9980], [3.0446, -3.0449, 1.6921], [3.9271, -1.9292, 2.2558], [3.2420, -1.2056, 3.3284], [3.7744, 0.1460, 3.4600], [2.8790, 1.1105, 4.2434], [1.5490, 1.1548, 3.6515], [3.2948, -1.9886, 4.5613], [2.1271, -1.7742, 5.5374], [0.8717, -1.7119, 4.8136], [1.1271, -3.0612, 0.9155], [2.7987, -2.5769, -0.7875], [3.6303, -3.6806, 1.0139], [2.6175, -3.6622, 2.4841], [4.1292, -1.2366, 1.4367], [4.8819, -2.3313, 2.6132], [3.8721, 0.5429, 2.4473], [4.7649, 0.1315, 3.9399], [3.3677, 2.0958, 4.2270], [2.7909, 0.7989, 5.2837], [1.5513, 1.6865, 2.7873], [0.8676, 1.5639, 4.2789], [4.2361, -1.8035, 5.0930], [3.2695, -3.0383, 4.2752], [2.2589, -0.8603, 6.1184], [2.1424, -2.6150, 6.2401], [0.1089, -1.3461, 5.3700], [0.5775, -2.6261, 4.4485], [0.3586, 0.4675, 1.0150], [-0.8918, 1.2044, 0.6310], [-0.8221, 1.7387, -0.8739], [-1.1859, 0.7504, -2.0994], [-0.7533, -0.6712, -2.1390], [0.7269, -1.3381, -1.1218], [2.2932, -1.8727, -0.2551], [0.5755, -2.8632, -2.0658], [-0.6801, -3.4451, -2.1038], [-0.8779, -4.6205, -2.8105], [0.1827, -5.2207, -3.4710], [1.4446, -4.6537, -3.4015], [1.6453, -3.4722, -2.7053], [1.7481, -0.3153, -2.2005], [1.9332, -0.5341, -3.5548], [2.6258, 0.4021, -4.3074], [3.0992, 1.5631, -3.7192], [2.9073, 1.7799, -2.3635], [2.2338, 0.8392, -1.6051], [-2.9762, 0.8573, -2.2573], [-3.7448, -0.2767, -2.0799], [-5.1240, -0.1542, -2.0628], [-5.7096, 1.0887, -2.2386], [-4.9256, 2.2129, -2.4439], [-3.5470, 2.1027, -2.4465], [-0.6232, 1.6790, -3.5366], [0.0771, 2.8642, -3.4481], [0.5730, 3.4389, -4.6077], [0.3605, 2.8281, -5.8329], [-0.3733, 1.6533, -5.9132], [-0.8654, 1.0741, -4.7582], [-0.7840, 2.7506, 1.5578], [-1.2013, 2.7518, 2.8818], [-0.9707, 3.8753, 3.6591], [-0.3116, 4.9730, 3.1234], [0.1357, 4.9467, 1.8117], [-0.0979, 3.8290, 1.0266], [-2.6307, 0.7252, 0.8651], [-3.5264, 1.7783, 0.9491], [-4.8746, 1.5060, 1.1048], [-5.3116, 0.1919, 1.1961], [-4.4089, -0.8489, 1.0652], [-3.0627, -0.5832, 0.8593], [-1.4758, -2.9655, -1.5605], [-1.8582, -5.0729, -2.8522], [0.0269, -6.1288, -4.0349], [2.2771, -5.1218, -3.9038], [2.6359, -3.0381, -2.6891], [1.5294, -1.4123, -4.0349], [2.7846, 0.2274, -5.3622], [3.6047, 2.3029, -4.3212], [3.2789, 2.6847, -1.9038], [2.0414, 0.9803, -0.5534], [-3.2488, -1.2258, -1.9457], [-5.7377, -1.0243, -1.8937], [-6.7835, 1.1842, -2.2111], [-5.3850, 3.1776, -2.5870], [-2.9174, 2.9686, -2.5842], [0.2292, 3.3147, -2.4818], [1.1396, 4.3560, -4.5504], [0.7751, 3.2644, -6.7300], [-0.5434, 1.1832, -6.8696], [-1.4273, 0.1531, -4.7765], [-1.6943, 1.8773, 3.2836], [-1.3089, 3.8989, 4.6839], [-0.1376, 5.8459, 3.7347], [0.6647, 5.7938, 1.4027], [0.2436, 3.7622, 0.0061], [-3.1730, 2.7971, 0.8871], [-5.5789, 2.3221, 1.1583], [-6.3601, -0.0168, 1.3487], [-4.7220, -1.8789, 1.1234], [-2.3654, -1.3866, 0.7091], [-0.7303, -2.3806, 0.8015], [-1.1624, -2.6936, 2.1859], [0.0220, -3.3258, 2.8412], [-1.3060, -1.3411, 2.9039], [-2.3718, -3.4468, 2.2596]],
  "lowdin_charge": [0.9559, -0.2042, -0.1581, -0.1680, -0.2149, -0.1676, -0.2096, -0.0008, -0.1518, -0.2024, -0.0029, 0.0886, 0.0646, 0.1361, 0.1168, 0.1193, 0.1374, 0.1275, 0.1383, 0.1287, 0.1010, 0.0669, 0.0906, 0.1382, 0.1194, 0.1014, 0.1287, 0.1086, 0.0616, -0.3590, 0.8190, -0.3520, 0.8309, -0.3913, 1.1088, -0.1839, -0.3540, -0.0747, -0.0488, -0.0674, -0.0651, -0.1016, -0.3625, -0.0700, -0.0619, -0.0860, -0.0755, -0.0998, -0.3035, -0.0642, -0.0628, -0.0667, -0.0637, -0.0661, -0.3023, -0.0757, -0.0704, -0.0652, -0.0579, -0.0623, -0.3197, -0.0923, -0.0673, -0.0664, -0.0574, -0.0587, -0.2842, -0.0734, -0.0556, -0.0578, -0.0416, -0.0841, 0.0902, 0.1118, 0.1091, 0.1093, 0.1094, 0.1121, 0.1143, 0.1102, 0.1101, 0.0771, 0.1067, 0.1168, 0.1117, 0.1104, 0.1171, 0.0967, 0.1130, 0.1110, 0.1121, 0.1207, 0.1263, 0.1125, 0.1099, 0.1110, 0.0971, 0.1195, 0.1144, 0.1144, 0.1230, 0.0621, -0.4642, 0.3000, -0.3853, -0.3944, -0.2512]
}

=====

# 3
{
  "formula": "C20H30ClN3O3",
  "method": "ωB97M-V with the def2-TZVPD basis set",
  "homo_ev": -9.6,
  "homo_lumo_gap_ha": 0.3656,
  "total_charge": 0,
  "smiles": "CC[C@H](C)[C@@H](CC(=O)N[C@@]1(CO)CC[C@H](C)C1)NC(=O)c1cncc(Cl)c1",
  "lumo_ev": 0.4,
  "symbols": ["C", "C", "C", "C", "C", "C", "C", "O", "N", "C", "C", "O", "C", "C", "C", "C", "C", "N", "C", "O", "C", "C", "N", "C", "C", "Cl", "C", "H", "H", "H", "H", "H", "H", "H", "H", "H", "H", "H", "H", "H", "H", "H", "H", "H", "H", "H", "H", "H", "H", "H", "H", "H", "H", "H", "H", "H", "H"],
  "xyz": [[-2.6373, -2.3514, -4.3146], [-2.0662, -1.9232, -2.9683], [-0.5366, -1.9414, -2.9101], [0.0065, -3.3672, -2.9638], [-0.0470, -1.2155, -1.6507], [1.4792, -1.2682, -1.4698], [1.9096, -0.2864, -0.3933], [2.4165, 0.7931, -0.6773], [1.6223, -0.6708, 0.8656], [1.9070, 0.0918, 2.0883], [3.4114, 0.2849, 2.2450], [4.0937, -0.9628, 2.2738], [1.1507, 1.4354, 2.1021], [-0.1961, 1.1725, 2.8093], [-0.2222, -0.3288, 3.1362], [-1.0407, -0.6780, 4.3675], [1.2639, -0.6754, 3.2459], [-0.4570, 0.1817, -1.6444], [-1.2867, 0.6940, -0.7022], [-1.9505, 0.0044, 0.0539], [-1.3570, 2.1913, -0.6498], [-2.5476, 2.7817, -0.2407], [-2.7128, 4.0952, -0.1316], [-1.6760, 4.8771, -0.4110], [-0.4460, 4.3740, -0.8091], [0.8649, 5.4600, -1.1247], [-0.2719, 3.0091, -0.9379], [-3.7248, -2.2740, -4.3153], [-2.2595, -1.7144, -5.1176], [-2.3855, -3.3832, -4.5622], [-2.4174, -0.9152, -2.7397], [-2.4540, -2.5668, -2.1718], [-0.1513, -1.3867, -3.7771], [-0.2730, -3.9156, -2.0593], [-0.4005, -3.9083, -3.8167], [1.0922, -3.3933, -3.0559], [-0.5349, -1.6651, -0.7818], [1.7937, -2.2817, -1.2178], [1.9802, -0.9740, -2.3939], [1.2762, -1.6079, 0.9914], [3.7828, 0.9223, 1.4412], [3.5902, 0.7911, 3.1973], [4.5976, -1.0579, 1.4629], [1.7429, 2.1657, 2.6587], [1.0525, 1.8264, 1.0929], [-0.2501, 1.7461, 3.7386], [-1.0567, 1.4603, 2.2047], [-0.6478, -0.8548, 2.2755], [-0.6374, -0.1775, 5.2520], [-2.0782, -0.3621, 4.2470], [-1.0395, -1.7528, 4.5589], [1.4868, -1.7446, 3.2199], [1.6638, -0.2821, 4.1863], [0.0892, 0.8241, -2.1960], [-3.3941, 2.1520, 0.0044], [-1.8165, 5.9467, -0.3089], [0.6990, 2.6064, -1.2064]],
  "lowdin_charge": [-0.1006, -0.2250, -0.3428, -0.0581, -0.2813, -0.0482, -0.4791, 0.0438, 0.1622, -0.4138, -0.1918, -0.0409, -0.0802, -0.1222, -0.3697, -0.0674, -0.0898, 0.1198, -0.4429, 0.0660, -0.1166, -0.0766, 0.0837, -0.1607, -0.6399, 0.6826, -0.0472, 0.0720, 0.0772, 0.0622, 0.1043, 0.1224, 0.1466, 0.0938, 0.0711, 0.0728, 0.1491, 0.1199, 0.1329, 0.1473, 0.1238, 0.1264, 0.0853, 0.1224, 0.0896, 0.1146, 0.0990, 0.1235, 0.0792, 0.0804, 0.0766, 0.1285, 0.1367, 0.1428, 0.1243, 0.1082, 0.1040]
}

=====

Q: Which energy relative to the best compared isomer or geometry (same formula, charge and spin) values were calculated for the entries above? A: 0.701 1.684 0.002, in eV.